# 1
{"formula": "C4H12NO2", "method": "ωB97M-V/def2-TZVPD", "relative_energy_kcal_mol": 50.7, "total_charge": -1, "orbital_gap_ev": 5.4, "symbols": ["H", "C", "H", "H", "C", "C", "H", "H", "H", "H", "H", "C", "H", "O", "N", "H", "O", "H", "H"], "coordinates": [[-1.128173, 1.460973, -0.608595], [-0.786457, -0.693136, -0.550650], [-2.059082, -2.187865, -1.680473], [-0.881747, -1.518409, -2.650683], [-0.378315, 0.739683, -0.701984], [-1.547164, -1.268071, -1.813916], [0.462369, 0.824443, -0.073795], [-1.562528, -0.879272, 0.340128], [2.347415, -2.444005, -0.271962], [-2.277331, -0.473675, -2.214005], [0.267245, 0.771443, -1.563822], [1.713290, -1.643671, -0.842252], [1.525139, -2.245800, -1.911098], [2.253691, -0.504129, -0.978138], [0.250787, -1.721607, -0.242630], [0.572281, 3.650609, 4.857114], [0.463341, 4.450809, 5.357819], [0.375431, 5.222732, 4.836714], [0.389807, -1.541053, 0.712228]], "forces_ev_per_angstrom": [[-1.112, 1.113, 0.021], [-2.350, -3.363, -0.171], [-0.682, -0.747, 0.811], [0.366, 0.505, 0.275], [1.710, -1.807, -0.529], [-0.082, 2.570, -0.745], [0.674, 0.812, 1.805], [1.406, 0.836, -1.601], [-1.116, 0.667, 0.009], [0.767, -1.101, 0.478], [-0.446, 0.441, -1.211], [-1.132, -2.607, -2.177], [0.218, 0.811, 1.410], [0.601, 1.567, 0.254], [0.571, 0.403, -0.392], [0.018, -0.010, -0.761], [0.041, -0.638, 1.992], [-0.057, 0.637, -1.241], [0.603, -0.087, 1.774]]}

# 2
{"formula": "C5H20NO3", "method": "ωB97M-V/def2-TZVPD", "relative_energy_kcal_mol": 76.2, "multiplicity": 2, "s_squared": 0.75, "total_charge": 2, "orbital_gap_ev": [11.6, 3.5], "symbols": ["H", "H", "C", "H", "C", "H", "H", "H", "H", "O", "H", "H", "C", "H", "H", "H", "H", "H", "C", "O", "H", "H", "H", "C", "H", "H", "N", "O", "H"], "coordinates": [[-3.674424, -1.080798, -1.004341], [-1.397399, -2.157943, 0.998737], [1.035594, 0.196709, 2.112825], [1.894654, -0.370311, -2.043596], [2.507608, -1.529280, 0.332500], [0.220405, 0.240148, -1.564175], [-2.083883, 0.130390, -1.633012], [1.704649, 0.999179, -0.964137], [0.473411, -1.701962, -0.666806], [0.399504, 3.338311, -0.334834], [-4.219058, -0.183371, 0.058197], [3.151943, -0.722949, 0.634971], [-0.613026, -1.662030, 1.574787], [-0.442085, 0.408159, 0.654695], [2.519625, -2.268831, 1.154818], [1.872579, -0.573638, 2.380249], [-0.495901, 3.068618, -0.103327], [-1.165534, -1.226073, 2.430151], [1.160826, -1.046092, -0.148727], [-1.401648, 0.636930, -1.975820], [-1.764093, 1.263881, -2.712559], [1.368374, 1.167818, 1.766759], [3.008723, -1.904650, -0.485944], [0.255030, -0.421658, 0.956169], [0.315286, 4.378435, 0.041835], [0.433599, 0.052776, 3.002363], [1.250857, -0.039210, -1.293974], [-3.595738, -0.237411, -0.663477], [0.230003, -2.372938, 1.940673]], "forces_ev_per_angstrom": [[-0.708, -2.900, -1.181], [0.594, -0.019, -0.469], [0.610, -3.884, -0.444], [-0.936, 0.071, 0.293], [-0.843, 0.409, 0.963], [1.122, -0.365, -0.747], [-2.743, -1.142, 1.064], [-1.362, -3.287, -0.999], [0.521, -1.426, 0.132], [-0.585, 3.983, 1.867], [-0.382, 0.186, 0.241], [-0.027, 0.669, 0.385], [-1.470, -1.954, 1.485], [-0.953, -1.110, 0.099], [-0.325, 0.186, -0.559], [-0.704, 1.953, -0.732], [-0.246, -0.202, -0.223], [0.400, 0.406, -0.500], [-1.138, 0.533, -0.122], [2.466, 3.108, -2.804], [0.875, -1.795, 2.052], [0.430, 0.657, 0.709], [1.083, -1.519, -1.795], [2.954, 2.046, 1.092], [0.824, -4.087, -1.661], [-0.412, 1.598, 0.211], [0.897, 4.494, 1.782], [0.904, 2.324, 0.970], [-0.848, 1.068, -1.109]]}

# 3
{"formula": "H10O5", "method": "ωB97M-V/def2-TZVPD", "relative_energy_kcal_mol": 24.0, "smiles": "O.O.O.O.O", "orbital_gap_ev": 10.7, "symbols": ["H", "O", "H", "H", "H", "H", "H", "H", "H", "H", "O", "O", "O", "O", "H"], "coordinates": [[-1.139000, 0.300000, -29.517000], [4.699000, 1.098000, -29.844000], [1.286000, 0.257000, -30.828000], [-0.178000, -0.695000, -29.066000], [1.817000, 1.651000, -31.012000], [1.179000, 3.236000, -29.421000], [2.584000, -1.239000, -30.443000], [3.946000, 1.005000, -30.449000], [1.591000, 4.213000, -30.505000], [3.094000, -2.720000, -30.391000], [2.652000, -2.034000, -29.930000], [-0.552000, -0.327000, -29.862000], [2.080000, 0.734000, -31.008000], [1.747000, 3.344000, -30.201000], [5.009000, 1.975000, -29.942000]], "forces_ev_per_angstrom": [[-1.554, 1.601, 0.467], [-0.430, -1.360, 0.016], [-1.201, -0.562, 0.251], [0.503, -0.581, 0.301], [-0.036, 0.735, 0.097], [0.342, 0.029, -0.296], [0.445, 0.380, -0.653], [0.046, -0.009, 0.296], [-0.261, 1.512, -0.579], [0.607, -0.540, -0.935], [-0.974, 0.187, 1.637], [1.175, -1.063, -0.809], [1.019, -0.314, -0.486], [-0.111, -1.360, 0.881], [0.430, 1.347, -0.191]]}